{"formula": "C33H87O12V", "method": "ωB97M-V/def2-TZVPD", "species": ["O", "V", "C", "C", "C", "O", "H", "H", "H", "H", "H", "H", "H", "C", "C", "C", "O", "H", "H", "H", "H", "H", "H", "H", "H", "C", "C", "C", "O", "H", "H", "H", "H", "H", "H", "H", "H", "C", "C", "C", "O", "H", "H", "H", "H", "H", "H", "H", "H", "C", "C", "C", "O", "H", "H", "H", "H", "H", "H", "H", "H", "C", "C", "C", "O", "H", "H", "H", "H", "H", "H", "H", "H", "C", "C", "C", "O", "H", "H", "H", "H", "H", "H", "H", "H", "C", "C", "C", "O", "H", "H", "H", "H", "H", "H", "H", "H", "C", "C", "C", "O", "H", "H", "H", "H", "H", "H", "H", "H", "C", "C", "C", "O", "H", "H", "H", "H", "H", "H", "H", "H", "C", "C", "C", "O", "H", "H", "H", "H", "H", "H", "H", "H"], "coordinates": [[-3.41045, 1.71902, 0.32927], [-2.57551, 2.44750, -0.77624], [-0.68728, 0.99939, 2.00861], [-0.10093, 0.57445, 0.63842], [-0.17415, -0.96386, 0.44668], [-0.64402, 1.34511, -0.40436], [-0.18285, 0.47846, 2.82242], [-1.76081, 0.85524, 2.13041], [-0.50478, 2.06542, 2.14421], [0.97062, 0.77371, 0.65207], [0.32041, -1.40839, 1.31034], [0.34894, -1.24205, -0.46824], [-1.17492, -1.38983, 0.37518], [0.27623, -4.19368, -2.46159], [0.60722, -4.95331, -3.72631], [0.47912, -6.52246, -3.53736], [-0.41588, -4.57250, -4.62278], [-0.74031, -4.42519, -2.14356], [0.30493, -3.11630, -2.62451], [0.91325, -4.41419, -1.60504], [1.59015, -4.73459, -4.14357], [1.13332, -6.91339, -2.75807], [0.82195, -6.96423, -4.47299], [-0.52600, -6.88158, -3.31632], [-0.21786, -3.66918, -4.88047], [-1.06052, 5.73161, -3.30819], [-1.55879, 4.27330, -3.42981], [-1.02528, 3.62115, -4.73618], [-1.39876, 3.50714, -2.25206], [0.02231, 5.78737, -3.19649], [-1.55794, 6.11638, -2.41789], [-1.28438, 6.41176, -4.13001], [-2.61783, 4.32849, -3.68180], [-1.37180, 2.59553, -4.86315], [0.04559, 3.50993, -4.56597], [-1.23607, 4.18483, -5.64499], [-0.44500, 3.49762, -2.14311], [2.38569, 0.83013, -2.71594], [2.48425, 2.27586, -2.13546], [3.09919, 3.18004, -3.24130], [1.24597, 2.82041, -1.82593], [1.56490, 0.69134, -3.41960], [2.17168, 0.09808, -1.93722], [3.29597, 0.42795, -3.16061], [3.17068, 2.19946, -1.29220], [2.40672, 3.20650, -4.08266], [4.05646, 2.74678, -3.53116], [3.29407, 4.18743, -2.87350], [0.69838, 2.24867, -1.28292], [-1.93700, 4.85802, 2.96135], [-2.53111, 4.97642, 1.56701], [-2.37411, 6.35700, 0.95297], [-1.80543, 4.07168, 0.77448], [-2.40111, 5.57855, 3.63480], [-0.92394, 5.25197, 3.04265], [-2.03410, 3.85770, 3.38330], [-3.58526, 4.70492, 1.51076], [-3.08518, 7.06088, 1.38543], [-2.41428, 6.41854, -0.13455], [-1.42169, 6.79176, 1.25625], [-0.86888, 4.27407, 0.83376], [1.77300, -6.54135, 0.94541], [0.66877, -6.18742, 1.93914], [0.12153, -4.73731, 1.83631], [-0.33989, -7.05725, 1.60020], [2.05667, -7.59290, 0.90210], [2.69936, -6.03920, 1.22434], [1.59695, -6.24272, -0.08799], [1.02693, -6.33377, 2.95815], [0.91114, -4.00406, 1.67211], [-0.40299, -4.48973, 2.75918], [-0.54138, -4.64981, 0.97550], [0.05706, -7.93014, 1.64581], [2.18466, 0.02136, 4.75158], [1.16059, -1.14383, 4.90155], [1.64694, -2.43839, 4.19321], [1.03689, -1.43474, 6.26669], [2.47642, 0.10608, 3.70477], [3.10506, -0.25352, 5.26675], [1.78913, 0.95404, 5.15377], [0.19562, -0.85722, 4.48347], [1.94306, -2.29660, 3.15383], [0.80422, -3.12940, 4.17284], [2.43457, -2.93706, 4.75807], [0.20171, -1.88542, 6.41143], [5.03717, -3.13964, -1.40325], [4.32948, -2.30387, -0.35328], [3.06536, -2.83394, 0.25413], [5.32327, -1.93942, 0.67373], [5.57505, -3.96827, -0.94264], [5.74789, -2.55064, -1.98295], [4.29529, -3.46881, -2.13082], [4.05490, -1.35765, -0.81952], [2.27984, -2.91386, -0.49731], [2.75632, -2.27766, 1.13909], [3.28140, -3.84348, 0.60377], [5.81665, -2.73350, 0.89195], [1.70064, 6.44573, 1.55123], [1.88401, 5.09173, 0.86287], [1.79701, 3.85909, 1.73448], [0.86860, 4.92243, -0.03978], [1.70100, 7.26886, 0.83670], [2.49940, 6.58579, 2.27955], [0.84483, 6.51243, 2.22298], [2.86135, 5.07572, 0.38053], [2.70706, 3.84425, 2.33423], [1.82733, 2.91261, 1.19472], [0.93862, 3.85804, 2.40625], [1.27801, 4.42139, -0.74896], [-4.47229, -0.90228, -2.80826], [-3.13837, -0.32272, -2.32697], [-2.05581, -0.88688, -3.22202], [-3.19360, 1.11479, -2.46530], [-5.30820, -0.48136, -2.24954], [-4.45303, -1.98826, -2.71671], [-4.61586, -0.68148, -3.86596], [-3.02623, -0.48093, -1.25436], [-2.20268, -0.58498, -4.25903], [-2.08130, -1.97649, -3.20779], [-1.10965, -0.55259, -2.79642], [-3.78250, 1.27707, -3.20589], [-4.38536, -1.24505, 1.64430], [-4.16061, -2.23812, 2.76498], [-2.78097, -1.93974, 3.40214], [-5.11172, -2.04744, 3.79885], [-5.35635, -1.39207, 1.17137], [-3.60371, -1.33802, 0.89033], [-4.50600, -0.23275, 2.03004], [-4.25084, -3.27635, 2.44557], [-2.69656, -0.93998, 3.82812], [-1.98414, -2.02307, 2.66308], [-2.47295, -2.72356, 4.09412], [-5.98118, -2.07707, 3.39294]], "lowdin_spin": [-0.210, 1.195, -0.001, -0.001, 0.002, 0.000, 0.000, 0.000, 0.000, -0.002, 0.000, 0.000, 0.000, 0.000, 0.000, 0.000, 0.000, 0.000, 0.000, 0.000, 0.000, 0.000, 0.000, 0.000, 0.000, 0.000, 0.000, 0.000, 0.002, 0.000, 0.000, 0.000, 0.000, 0.000, 0.000, 0.000, 0.000, 0.000, 0.000, 0.000, -0.001, 0.000, 0.000, 0.000, 0.000, 0.000, 0.000, 0.000, 0.000, 0.000, 0.001, 0.000, 0.006, 0.000, 0.000, 0.000, 0.000, 0.000, 0.000, 0.000, 0.000, 0.000, 0.000, 0.000, 0.000, 0.000, 0.000, 0.000, 0.000, 0.000, 0.000, 0.000, 0.000, 0.000, 0.000, 0.000, 0.000, 0.000, 0.000, 0.000, 0.000, 0.000, 0.000, 0.000, 0.000, 0.000, 0.000, 0.000, 0.000, 0.000, 0.000, 0.000, 0.000, 0.000, 0.000, 0.000, 0.000, 0.000, 0.000, 0.000, 0.000, 0.000, 0.000, 0.000, 0.000, 0.000, 0.000, 0.000, 0.000, 0.000, 0.001, 0.000, 0.008, 0.000, 0.000, 0.000, 0.000, 0.000, 0.000, 0.000, 0.000, 0.000, 0.000, 0.000, 0.000, 0.000, 0.000, 0.000, 0.000, 0.000, 0.000, 0.000, 0.000], "gap_ev": [6.98, 7.42], "e_lumo_ev": [-4.6, -4.2], "s_squared": 0.79, "multiplicity": 2, "total_charge": 1}

=====

{"formula": "C34H68O14", "method": "ωB97M-V/def2-TZVPD", "species": ["C", "C", "O", "C", "C", "O", "H", "H", "H", "H", "H", "H", "H", "H", "C", "C", "O", "C", "C", "O", "H", "H", "H", "H", "H", "H", "H", "H", "C", "C", "O", "C", "C", "O", "H", "H", "H", "H", "H", "H", "H", "H", "C", "C", "O", "C", "C", "O", "H", "H", "H", "H", "H", "H", "H", "H", "C", "C", "C", "O", "H", "H", "H", "H", "H", "H", "C", "C", "C", "O", "H", "H", "H", "H", "H", "H", "C", "C", "C", "O", "H", "H", "H", "H", "H", "H", "C", "C", "C", "O", "H", "H", "H", "H", "H", "H", "C", "C", "C", "O", "H", "H", "H", "H", "H", "H", "C", "C", "C", "O", "H", "H", "H", "H", "H", "H"], "coordinates": [[2.69395, -0.05650, 6.73347], [2.69022, -0.13557, 5.25918], [3.18309, 1.08052, 4.73117], [3.80841, 1.22076, 3.64282], [4.45342, 2.59913, 3.46768], [4.15238, 0.34570, 2.84866], [2.39327, -0.88074, 7.11179], [1.89407, 0.78634, 7.00756], [3.73087, -0.00758, 7.16624], [3.39269, -0.98687, 4.98283], [1.53919, -0.32529, 4.93079], [4.80753, 2.84379, 2.42441], [5.33913, 2.62299, 4.20367], [3.88473, 3.35292, 3.92645], [0.90376, 2.39002, 1.89419], [1.23637, 1.95387, 0.47377], [0.15480, 1.33425, -0.10594], [0.23050, 0.76861, -1.29005], [-0.96651, -0.08678, -1.61374], [1.22067, 0.84130, -2.01413], [1.63304, 3.12662, 2.31957], [0.70891, 1.79920, 2.66043], [-0.03027, 3.15498, 1.65108], [1.27845, 2.80060, 0.03264], [2.14111, 1.52508, 0.61136], [-1.85699, 0.16497, -1.02750], [-0.62240, -1.06944, -1.27676], [-1.09397, -0.06588, -2.53733], [-3.51584, -2.59493, -7.31829], [-2.54450, -1.99320, -6.26149], [-3.16449, -0.89791, -5.83144], [-2.95992, -0.50677, -4.52627], [-3.81638, 0.78709, -4.16383], [-2.44266, -1.04237, -3.57313], [-4.42347, -2.75671, -6.65866], [-3.10468, -3.37228, -7.85771], [-3.64199, -1.88438, -7.89709], [-2.49121, -2.80954, -5.58549], [-1.57493, -1.70357, -6.54160], [-3.64488, 1.17225, -3.20780], [-4.93541, 0.66545, -4.40858], [-3.63265, 1.55055, -4.74108], [-3.51159, -0.73677, 3.22700], [-2.41288, -1.04509, 2.23748], [-2.21528, -2.38879, 2.41983], [-1.12539, -2.95184, 1.83679], [-0.98529, -4.43346, 2.43387], [-0.51979, -2.60855, 0.92453], [-3.62544, 0.33957, 3.26575], [-3.06516, -1.00986, 4.13793], [-4.42414, -1.33486, 3.05842], [-2.55236, -1.14347, 1.21425], [-1.55353, -0.69527, 2.42324], [0.22116, -4.51011, 2.76349], [-1.14683, -5.16397, 1.80342], [-1.63736, -4.83271, 3.37164], [2.38672, -4.00800, -0.88528], [1.76838, -2.80901, -1.64967], [1.69616, -1.46108, -1.05625], [1.48205, -3.04296, -3.00459], [1.87575, -4.00714, 0.06376], [3.30704, -3.54679, -0.56840], [2.45619, -4.99963, -1.44618], [1.42011, -0.77706, -1.94306], [2.50436, -1.26755, -0.52901], [0.95955, -1.53337, -0.16640], [-1.60711, -4.18155, -1.07421], [-2.29870, -5.20028, -0.22141], [-1.46816, -6.22796, 0.51023], [-3.61392, -5.16213, -0.05196], [-1.11924, -3.27962, -0.46893], [-2.34429, -3.81821, -1.67731], [-0.88259, -4.47078, -1.77878], [-1.39475, -7.06822, -0.11836], [-1.97122, -6.66801, 1.25699], [-0.53746, -5.92164, 0.78842], [5.88403, 2.69040, -2.78605], [5.36784, 1.85068, -1.50248], [4.70368, 0.53656, -1.67433], [5.79787, 2.34209, -0.30464], [5.88058, 3.71282, -2.58460], [5.11394, 2.59277, -3.63949], [6.89002, 2.26020, -3.06308], [5.34394, -0.05839, -2.26414], [3.90540, 0.29627, -2.24503], [4.57970, -0.06444, -0.67117], [1.31632, 2.76323, -4.38107], [0.71413, 1.66706, -5.29771], [0.18312, 0.41000, -4.74084], [0.54323, 2.05986, -6.62912], [2.21030, 2.55938, -3.81408], [0.71959, 2.61547, -3.44937], [1.51549, 3.74301, -4.91976], [-0.51293, 0.54596, -3.91156], [1.05219, -0.26972, -4.37942], [-0.33551, -0.18190, -5.49894], [-0.32969, 4.52697, 4.74309], [-0.95946, 3.43047, 5.67420], [-0.84893, 1.98096, 5.13863], [-1.50098, 3.69256, 6.85021], [-1.18215, 4.85111, 4.13303], [0.56292, 4.14560, 4.20050], [-0.14458, 5.52185, 5.55345], [-1.28790, 1.91112, 4.05441], [-1.36785, 1.15428, 5.59747], [0.01511, 1.56286, 4.98782], [-2.46165, 3.67702, -0.10764], [-3.23463, 3.13849, 1.11051], [-4.53680, 2.61890, 0.90742], [-2.59480, 3.11743, 2.34579], [-3.07539, 4.39289, -0.72070], [-2.20617, 2.89084, -0.61877], [-1.55121, 4.27898, 0.09286], [-5.05148, 1.80665, 0.15558], [-5.29283, 3.42306, 0.94395], [-4.89684, 2.06220, 1.97599]], "lowdin_charge": [-0.081, -0.240, 0.007, -0.597, 0.016, 0.060, -0.007, 0.140, 0.113, 0.146, 0.166, 0.099, 0.119, 0.042, -0.020, -0.212, 0.051, -0.502, 0.054, 0.014, 0.089, -0.003, 0.129, 0.068, 0.101, 0.114, 0.091, -0.058, 0.003, -0.274, 0.004, -0.411, 0.052, 0.076, 0.127, 0.065, -0.019, 0.115, 0.110, 0.049, 0.125, 0.006, -0.006, -0.224, -0.012, -0.493, 0.034, 0.088, 0.061, 0.065, 0.104, 0.114, 0.059, 0.158, -0.111, 0.146, -0.020, -0.314, -0.052, -0.100, 0.055, 0.071, 0.115, 0.094, 0.030, 0.117, 0.001, -0.335, -0.054, -0.010, 0.105, 0.048, 0.070, 0.100, 0.063, 0.050, -0.020, -0.309, -0.037, -0.073, 0.033, 0.089, 0.096, 0.077, 0.026, 0.133, -0.033, -0.310, -0.028, -0.094, 0.047, 0.069, 0.108, 0.052, 0.139, 0.073, -0.032, -0.350, -0.028, -0.039, 0.060, 0.055, 0.162, 0.097, 0.076, -0.030, -0.011, -0.362, -0.083, -0.080, 0.110, -0.006, 0.095, 0.150, 0.088, 0.143], "gap_ev": 9.24, "e_lumo_ev": -0.2, "smiles": "CCOC(C)=O.CCOC(C)=O.CCOC(C)=O.CCOC(C)=O.CC(C)=O.CC(C)=O.CC(C)=O.CC(C)=O.CC(C)=O.CC(C)=O", "relative_energy_kcal_mol": 147.5}